Entry 1:
{"formula": "C3H12ClNSi2", "method": "the ωB97M-V functional and the def2-TZVPD basis", "symbols": ["C", "C", "C", "N", "Si", "Si", "Cl", "H", "H", "H", "H", "H", "H", "H", "H", "H", "H", "H", "H"], "coordinates": [[-0.636697, -0.334345, 1.270773], [-1.126218, 0.017747, -1.776449], [-0.311072, 0.820729, 0.227209], [0.064644, 0.294824, -1.017717], [1.404402, -0.790970, -1.211484], [3.996391, 1.566633, 1.704642], [3.103965, 1.743122, 3.563905], [0.268834, -0.894347, 1.666964], [-1.307696, 0.058739, 2.061604], [-1.216085, -1.000561, 0.663773], [-1.535072, -0.984296, -1.496572], [-1.919689, 0.689653, -1.607550], [-0.916676, -0.131621, -2.900386], [-1.199572, 1.473780, 0.099710], [0.458096, 1.404369, 0.707290], [1.104566, -2.085777, -0.494071], [2.498453, 0.119506, -0.683171], [1.570210, -1.047061, -2.663898], [4.096128, 3.153354, 1.502837]], "atomic_forces_ev_per_a": [[0.081, 0.954, -0.249], [0.720, -3.168, -2.252], [-0.265, -0.449, 2.925], [-0.024, 0.248, -1.784], [-0.176, 0.945, 0.268], [0.200, 1.069, -0.250], [-0.151, -0.055, 0.228], [-1.082, 0.964, -0.391], [0.676, -0.391, -0.124], [-0.445, -0.901, 0.094], [-0.120, 0.375, -0.073], [-0.682, 1.198, -0.006], [-0.234, 0.668, 1.574], [0.503, -0.328, 0.235], [0.558, 0.587, -0.178], [0.541, 0.311, -0.202], [-0.086, -0.958, -0.029], [0.037, -0.046, 0.189], [-0.050, -1.024, 0.025]], "total_energy_ev": -33071.8504, "e_homo_ev": -8.49, "e_above_lowest_kcal_mol": 102.7, "spin_multiplicity": 1}

Entry 2:
{"formula": "C3H12FN3O2", "method": "the ωB97M-V functional and the def2-TZVPD basis", "symbols": ["C", "C", "C", "N", "N", "N", "O", "O", "F", "H", "H", "H", "H", "H", "H", "H", "H", "H", "H", "H", "H"], "coordinates": [[-1.426647, -1.162057, 0.137590], [-0.689305, 0.071677, 0.279604], [3.169928, 0.191818, 0.005398], [4.339800, 0.624871, -0.289337], [-2.879124, -1.073473, -0.333543], [2.106951, 0.977861, -0.095450], [-1.252596, 1.220388, 0.102644], [2.871863, -1.064332, 0.302361], [-4.326579, 1.263863, 0.611391], [-1.310793, -1.804663, 0.960108], [-0.792728, -1.821126, -0.580770], [5.216237, 0.128429, -0.061532], [4.452834, 1.662572, -0.299081], [-2.949975, -0.284856, -1.031345], [-3.374510, -0.997527, 0.604011], [-3.083327, -2.002073, -0.760408], [2.184030, 1.942009, -0.262403], [-4.711694, 2.109098, 0.495520], [1.149359, 0.622252, 0.003658], [-2.209262, 1.212446, -0.172974], [3.515541, -1.817175, 0.384567]], "atomic_forces_ev_per_a": [[2.684, -2.826, -2.589], [-1.258, -0.055, 0.066], [-2.236, -1.809, 0.029], [3.131, 1.907, 0.435], [1.503, -0.362, 1.313], [-0.409, -1.197, 0.444], [-1.112, 2.218, -0.378], [-0.015, -0.274, 0.116], [0.229, 0.206, -0.311], [-0.852, -0.669, 1.740], [-1.452, 0.898, 0.264], [-0.908, 0.166, -0.249], [0.048, -1.278, -0.299], [-0.787, -1.191, 0.964], [-0.352, 0.524, -1.885], [-0.260, 0.898, 0.113], [0.283, 1.265, -0.285], [-0.046, -0.240, 0.165], [0.796, -0.155, 0.016], [1.144, 0.451, 0.625], [-0.130, 1.522, -0.294]], "total_charge": 2, "total_energy_ev": -14568.0119, "e_homo_ev": [-14.55, -18.40], "spin_multiplicity": 3}

Entry 3:
{"formula": "C3H12InN6O3", "method": "the ωB97M-V functional and the def2-TZVPD basis", "symbols": ["In", "C", "O", "N", "N", "H", "H", "H", "H", "C", "O", "N", "N", "H", "H", "H", "H", "C", "O", "N", "N", "H", "H", "H", "H"], "coordinates": [[-0.568585, -0.447645, 0.184983], [3.390797, -0.805237, 1.255800], [2.197729, -0.854919, 1.056607], [4.051346, -0.936543, 2.459131], [4.239702, -0.680972, 0.257013], [4.994249, -0.577139, 2.502205], [3.413794, -1.192628, 3.199439], [5.147679, -1.070614, 0.466437], [3.949478, -0.619126, -0.708407], [-2.306008, 2.530391, 2.207262], [-2.100045, 1.739140, 1.376532], [-2.596388, 3.771855, 2.003315], [-1.968846, 2.257360, 3.457275], [-2.682659, 4.339315, 2.834360], [-2.421763, 4.227558, 1.119040], [-2.176660, 2.889106, 4.217406], [-1.590457, 1.334576, 3.616652], [-1.346552, -1.935265, -3.478301], [-0.778155, -1.795306, -2.429627], [-2.617243, -1.774940, -3.595407], [-0.834573, -2.274315, -4.617700], [-3.108921, -1.460886, -2.770944], [-3.088442, -1.927708, -4.475601], [-1.370970, -2.391267, -5.465464], [0.171494, -2.344790, -4.672007]], "atomic_forces_ev_per_a": [[0.262, -0.049, -0.092], [0.936, -0.354, 0.252], [-2.848, 0.315, 0.769], [-1.743, -0.108, -1.115], [1.913, -0.320, -1.165], [-0.053, -0.039, 0.900], [0.756, 0.147, 0.774], [0.537, 0.411, -0.640], [-0.068, 0.030, 0.062], [1.527, 1.894, 3.544], [0.441, -5.126, -6.229], [-0.802, 3.291, -0.304], [0.208, -0.642, 2.377], [-0.482, 0.555, -0.320], [-0.387, -0.033, -0.160], [-0.061, -0.384, 0.364], [-0.155, 0.136, 0.536], [-1.155, 0.267, -1.150], [2.871, 0.258, 3.597], [-4.233, 1.131, 0.595], [3.374, -0.619, -2.245], [-0.526, -0.156, -0.353], [-0.458, -0.056, 0.317], [0.032, -0.335, 0.019], [0.115, -0.214, -0.332]], "total_charge": 3, "total_energy_ev": -23529.2736, "e_homo_ev": -19.24, "e_above_lowest_kcal_mol": 88.3, "spin_multiplicity": 1}

Entry 4:
{"formula": "C3H12N2", "method": "the ωB97M-V functional and the def2-TZVPD basis", "symbols": ["N", "C", "N", "H", "H", "H", "H", "H", "H", "C", "C", "H", "H", "H", "H", "H", "H"], "coordinates": [[1.055816, -0.514753, -3.035002], [0.304055, -0.575299, -1.752975], [-0.621526, -1.756048, -1.509083], [0.814629, 0.121177, -3.794132], [0.930688, -1.496599, -3.352523], [-0.237438, 0.371501, -1.683823], [0.983432, -0.572775, -0.880935], [0.021173, -2.462947, -1.174805], [-1.031893, -1.963609, -2.411187], [0.014018, 1.825543, 2.683312], [-0.621617, 0.398823, 2.189918], [0.446325, 1.822689, 3.689872], [0.915546, 2.121265, 2.126893], [-0.752387, 2.586059, 2.713077], [0.224628, -0.278156, 2.036959], [-1.158282, 0.442983, 1.231173], [-1.287169, -0.069860, 2.923265]], "atomic_forces_ev_per_a": [[-0.186, -2.622, 0.512], [-0.640, 1.035, 0.386], [1.613, 2.111, -0.547], [-0.601, -0.131, 0.776], [0.734, 1.099, -0.481], [-0.325, -0.188, 0.173], [-0.014, -0.082, -0.557], [-0.489, -0.599, -0.381], [-0.097, -0.609, 0.145], [-0.277, -1.664, -0.122], [1.348, 1.294, 0.501], [-0.480, -0.663, 0.171], [-0.735, -0.016, -0.575], [-0.031, 0.369, -0.361], [-0.184, -0.075, 0.035], [0.206, 0.374, 0.329], [0.157, 0.366, -0.002]], "total_energy_ev": -6284.8388, "e_homo_ev": -9.08, "e_above_lowest_kcal_mol": 17.4, "spin_multiplicity": 1}

Entry 5:
{"formula": "C3H12N2", "method": "the ωB97M-V functional and the def2-TZVPD basis", "symbols": ["C", "C", "N", "H", "H", "H", "H", "H", "H", "H", "C", "N", "H", "H", "H", "H", "H"], "coordinates": [[-1.304838, -1.120054, 0.830522], [-1.237957, 0.354037, 1.171748], [-2.358145, 0.688983, 2.090516], [-0.962339, -1.842820, 1.567148], [-2.314760, -1.409978, 0.542702], [-0.725044, -1.252607, -0.091283], [-0.280295, 0.719719, 1.551546], [-1.374107, 0.944792, 0.263688], [-2.366996, 1.700842, 2.137433], [-2.208723, 0.377884, 3.032812], [2.519926, 0.566408, -1.850289], [1.695118, -0.603257, -1.753750], [2.645269, 1.071345, -2.813614], [3.535298, 0.259376, -1.543764], [2.297655, 1.311805, -1.087762], [0.712856, -0.442569, -1.593114], [1.727085, -1.323908, -2.454532]], "atomic_forces_ev_per_a": [[0.409, -0.063, -1.241], [-0.827, -0.005, 0.798], [0.293, 0.799, -0.918], [0.179, 0.281, 0.252], [-0.183, 0.239, 0.213], [0.205, -0.355, 0.289], [0.265, -0.527, 0.154], [-0.324, -0.126, -0.071], [-0.338, 0.087, 0.224], [0.312, -0.347, 0.312], [1.698, -0.173, 0.295], [-1.232, -0.436, 0.535], [-0.438, -0.076, -0.117], [-0.100, 0.110, -0.316], [-0.592, -0.065, -0.091], [0.025, 0.404, 0.032], [0.649, 0.254, -0.353]], "total_energy_ev": -6285.1013, "e_homo_ev": -9.06, "e_above_lowest_kcal_mol": 11.4, "spin_multiplicity": 1}

Entry 6:
{"formula": "C3H12N2O", "method": "the ωB97M-V functional and the def2-TZVPD basis", "symbols": ["N", "C", "C", "C", "N", "H", "H", "H", "H", "H", "H", "H", "H", "H", "H", "H", "H", "O"], "coordinates": [[1.046726, -0.625063, -0.825538], [0.488959, -0.662627, 0.529491], [1.481160, -0.222688, 1.637572], [-0.859179, 0.018756, 0.597767], [-1.898588, -0.736137, -0.145638], [0.626345, 0.151800, -1.343106], [2.048956, -0.487307, -0.862447], [0.369702, -1.735598, 0.732995], [1.913741, 0.710969, 1.246598], [1.007538, 0.075181, 2.572408], [2.252769, -0.971488, 1.777264], [-0.818637, 1.027588, 0.182255], [-1.189121, 0.002640, 1.639460], [-2.616290, -1.080538, 0.463738], [-1.488838, -1.407041, -0.774847], [-1.187334, 2.591245, -2.071855], [-0.732232, 1.328290, -2.993824], [-0.445676, 2.022017, -2.362294]], "atomic_forces_ev_per_a": [[-0.394, 0.581, -0.397], [0.872, -1.158, 0.738], [-0.315, 1.465, -1.330], [-0.797, -0.798, -0.298], [0.498, 0.850, -0.042], [0.204, -0.067, 0.064], [-0.007, -0.022, 0.229], [-0.634, 0.024, 0.137], [0.369, -0.181, 0.296], [-0.147, -0.463, 0.137], [0.156, -0.008, 0.146], [0.182, 0.111, 0.279], [0.184, 0.448, 0.038], [0.020, -0.474, -0.078], [-0.255, -0.231, 0.044], [-0.269, -0.357, -0.420], [-0.566, 0.530, 0.154], [0.898, -0.250, 0.303]], "total_charge": -1, "total_energy_ev": -8331.6476, "e_homo_ev": [1.23, -5.49], "e_above_lowest_kcal_mol": 9.0, "spin_multiplicity": 2}

Entry 7:
{"formula": "C3H12N2O", "method": "the ωB97M-V functional and the def2-TZVPD basis", "symbols": ["C", "C", "H", "H", "H", "H", "N", "C", "O", "H", "H", "H", "H", "H", "N", "H", "H", "H"], "coordinates": [[4.602309, 1.408372, -4.872453], [5.317532, 2.495163, -4.460237], [4.616784, 0.445083, -4.317499], [4.073224, 1.340537, -5.749774], [5.964497, 2.278377, -3.537138], [4.928855, 3.490073, -4.864163], [-2.186023, -1.007771, 0.880894], [-3.641556, -1.069731, 0.627820], [-4.507479, -1.055653, 1.852495], [-1.679932, -0.548664, 0.089786], [-2.022291, -0.550384, 1.780120], [-3.910195, -1.990117, 0.071245], [-4.025904, -0.384069, -0.099441], [-4.990385, -1.992099, 1.657216], [1.206058, -0.420612, 4.631464], [0.872130, 0.399207, 5.287105], [0.982422, 0.079157, 3.800777], [0.440678, -1.126016, 4.704511]], "atomic_forces_ev_per_a": [[2.422, 0.275, 2.585], [-1.941, -1.474, 0.550], [0.507, 0.713, -0.438], [-1.611, 0.444, -1.815], [-1.018, 1.262, -1.457], [1.640, -1.220, 0.576], [-0.777, 0.299, -0.270], [-0.670, -1.260, 0.185], [-0.026, -3.617, -2.698], [-0.743, -0.323, 1.286], [0.071, 0.046, -0.591], [0.624, -0.216, 0.586], [0.041, 1.528, 0.088], [1.482, 3.547, 1.419], [-1.764, 1.619, 2.339], [0.915, -2.322, -0.861], [0.084, 0.037, -1.529], [0.762, 0.663, 0.047]], "total_energy_ev": -8330.3437, "e_homo_ev": -9.41, "e_above_lowest_kcal_mol": 68.7, "spin_multiplicity": 1}